[1]
{
  "formula": "C7H10INSr",
  "method": "ωB97M-V with the def2-TZVPD basis set",
  "gap_ev": [5.572, 4.346],
  "charge": -2,
  "relative_energy_kj_mol": 208.0,
  "homo_energy_ev": [-0.6, 0.6],
  "symbols": ["C", "C", "C", "C", "C", "Sr", "N", "C", "C", "H", "H", "H", "H", "H", "H", "H", "H", "H", "H", "I"],
  "coordinates": [[-1.28, -0.18, -1.80], [-2.20, -0.30, -0.71], [-2.01, -1.57, -0.13], [-0.99, -2.25, -0.84], [-0.55, -1.39, -1.89], [0.66, 0.22, 0.28], [1.52, 0.49, -2.27], [0.57, 2.49, 0.68], [-0.83, 2.51, 0.87], [-2.62, -2.00, 0.69], [-2.95, 0.47, -0.44], [-0.63, -3.28, -0.67], [0.23, -1.61, -2.64], [-1.20, 0.68, -2.48], [-1.60, 2.65, -0.11], [1.66, 1.97, 1.15], [2.04, 1.77, -2.17], [-1.16, 2.63, 2.07], [0.95, 3.41, -0.08], [2.78, -1.83, 1.61]]
}

---

[2]
{
  "formula": "C7H10INTb",
  "method": "ωB97M-V with the def2-TZVPD basis set",
  "gap_ev": [6.644, 5.789],
  "charge": -1,
  "homo_energy_ev": [-3.7, -2.9],
  "spin_multiplicity": 7,
  "symbols": ["C", "C", "C", "C", "C", "Tb", "N", "C", "C", "H", "H", "H", "H", "H", "H", "H", "H", "H", "H", "I"],
  "coordinates": [[-0.23, -0.35, -1.86], [-0.80, 0.88, -1.44], [-1.96, 0.59, -0.65], [-2.10, -0.82, -0.59], [-1.03, -1.41, -1.33], [-0.02, -0.36, 0.51], [1.27, -1.48, 0.74], [2.07, 0.76, 1.31], [1.16, 1.69, 0.86], [-2.61, 1.33, -0.17], [-0.44, 1.88, -1.69], [-2.87, -1.37, -0.04], [-0.85, -2.47, -1.46], [0.67, -0.47, -2.47], [1.30, 2.18, -0.11], [2.94, 0.48, 0.71], [2.09, -2.09, 0.70], [0.41, 2.10, 1.54], [2.06, 0.41, 2.34], [-1.07, -1.47, 3.10]]
}

---

[3]
{
  "formula": "C7H10N",
  "method": "ωB97M-V with the def2-TZVPD basis set",
  "gap_ev": 9.626,
  "charge": 1,
  "relative_energy_kj_mol": 522.0,
  "homo_energy_ev": -15.3,
  "symbols": ["C", "C", "C", "C", "C", "C", "C", "N", "H", "H", "H", "H", "H", "H", "H", "H", "H", "H"],
  "coordinates": [[2.10, -2.02, 0.12], [0.85, 1.37, -0.30], [-0.37, 0.54, 0.13], [2.18, 0.69, 0.09], [0.92, -1.38, -0.37], [-0.54, -0.81, -0.63], [-1.42, -1.81, 0.13], [1.97, -0.68, -0.02], [0.82, 1.55, -1.37], [0.81, 2.34, 0.20], [-0.30, 0.33, 1.20], [-1.27, 1.15, -0.02], [3.00, 0.99, -0.57], [2.51, 0.92, 1.11], [-1.37, -0.51, -1.72], [-2.37, -1.33, 0.39], [-0.96, -2.15, 1.06], [-1.63, -2.68, -0.48]]
}

---

[4]
{
  "formula": "C7H10N",
  "method": "ωB97M-V with the def2-TZVPD basis set",
  "gap_ev": 8.934,
  "charge": 1,
  "relative_energy_kj_mol": 574.9,
  "homo_energy_ev": -15.1,
  "smiles": "CC[C@@H]1C[C@@]23C[N+]2=C13",
  "symbols": ["C", "C", "C", "C", "C", "C", "C", "N", "H", "H", "H", "H", "H", "H", "H", "H", "H", "H"],
  "coordinates": [[-1.19, 0.50, 0.62], [0.86, 0.28, 0.92], [-1.13, 1.50, 2.58], [-0.02, 0.26, -0.39], [-0.31, 0.59, 1.76], [0.87, -1.36, -2.41], [-0.13, -1.01, -1.20], [-1.62, 1.73, 1.20], [1.43, -0.65, 1.21], [1.54, 1.11, 0.77], [-2.04, 1.03, 3.05], [-0.59, 2.24, 3.12], [0.04, 1.15, -1.05], [1.00, -0.60, -3.18], [0.66, -2.32, -2.79], [1.91, -1.41, -1.98], [-0.07, -1.86, -0.48], [-1.22, -1.17, -1.77]]
}

---

[5]
{
  "formula": "C7H10N2",
  "method": "ωB97M-V with the def2-TZVPD basis set",
  "gap_ev": 9.469,
  "relative_energy_kj_mol": 514.3,
  "homo_energy_ev": -8.4,
  "smiles": "C=NN1CC(=C)[C@@H]2C[C@@H]21",
  "symbols": ["C", "C", "C", "C", "C", "C", "C", "H", "H", "H", "H", "H", "H", "H", "H", "H", "H", "N", "N"],
  "coordinates": [[1.62, 2.39, -1.06], [-0.58, 0.83, -0.18], [-1.28, -0.48, 0.02], [-2.46, -0.44, 0.61], [-0.33, -1.59, -0.06], [0.73, -1.64, 1.14], [1.00, -1.08, -0.30], [0.81, 2.96, -0.47], [2.04, 3.02, -1.87], [-0.82, 1.42, -1.18], [-0.82, 1.35, 0.69], [-3.00, 0.47, 0.75], [-2.77, -1.31, 0.88], [-0.73, -2.60, -0.49], [0.83, -0.90, 1.89], [1.33, -2.51, 1.55], [1.76, -1.51, -0.88], [1.76, 1.13, -0.95], [0.91, 0.47, -0.09]]
}

---

[6]
{
  "formula": "C7H10N2",
  "method": "ωB97M-V with the def2-TZVPD basis set",
  "gap_ev": 7.828,
  "relative_energy_kj_mol": 273.2,
  "homo_energy_ev": -6.8,
  "symbols": ["C", "C", "C", "C", "C", "C", "C", "H", "H", "H", "H", "H", "H", "H", "H", "H", "H", "N", "N"],
  "coordinates": [[0.16, 0.91, -2.49], [-0.17, 0.35, -1.13], [-1.30, 0.46, -0.44], [-1.17, 0.22, 2.02], [0.10, -0.74, 2.26], [0.04, -0.77, 0.80], [0.71, -0.46, -0.38], [0.35, 0.18, -3.30], [1.01, 1.57, -2.50], [-0.70, 1.40, -2.84], [-2.21, 0.99, -0.68], [-2.00, 0.14, 2.65], [-1.02, 1.33, 2.09], [-0.34, -1.66, 2.70], [0.95, -0.48, 2.86], [2.35, -0.90, -1.61], [2.52, -1.40, 0.01], [-1.27, -0.33, 0.65], [1.98, -0.81, -0.66]]
}

---

Max |F| (computed, hartree/bohr): 0.1240, 0.1979, 0.0939, 0.0977, 0.1225, 0.0743